(1)
Entry from the OMol25 dataset: a 2-piece molecular cluster, C10H16N2O4 overall at a distorted geometry (the ωB97M-V functional and the def2-TZVPD basis).

Each line ends with the natural charge from an NBO analysis.
CARTESIAN COORDINATES (ANGSTROEM)
1 N 1.153 1.489 -0.133  -0.832
2 C 0.297 1.932 -1.182  -0.054
3 N -1.137 1.949 -0.826  -0.241
4 C -2.007 2.807 -1.172  0.268
5 C -3.382 2.406 -0.674  -0.466
6 C -3.133 0.884 -0.697  -0.292
7 C -4.222 -0.070 -0.190  0.748
8 O -4.035 -0.545 0.957  -0.766
9 O -5.131 -0.253 -0.981  -0.724
10 C -1.781 0.904 0.014  -0.238
11 H 0.910 1.882 0.764  0.365
12 H 1.106 0.470 -0.119  0.400
13 H 0.588 2.888 -1.602  0.195
14 H 0.390 1.215 -1.992  0.217
15 H -1.761 3.670 -1.764  0.215
16 H -4.114 2.642 -1.438  0.254
17 H -3.585 2.808 0.308  0.248
18 H -2.918 0.612 -1.730  0.201
19 H -1.238 -0.006 0.200  0.262
20 H -1.990 1.411 0.953  0.215
21 O 1.096 -1.335 -0.492  -0.608
22 C 1.932 -1.783 0.249  0.812
23 O 1.850 -1.660 1.582  -0.476
24 C 3.037 -2.193 2.204  -0.072
25 C 3.619 -3.157 1.180  -0.430
26 C 3.206 -2.502 -0.137  -0.528
27 H 3.710 -1.363 2.425  0.183
28 H 2.762 -2.681 3.135  0.207
29 H 4.691 -3.302 1.288  0.228
30 H 3.136 -4.130 1.272  0.217
31 H 3.933 -1.762 -0.476  0.242
32 H 3.016 -3.226 -0.924  0.251

Properties
- HOMO (hartree) = -0.2732
- Kohn-Sham gap (eV) = 6.97
- energy relative to the best compared isomer or geometry (same formula, charge and spin) (kcal per mole) = 72.6
- E (hartree) = -801.0611

(2)
Entry from the OMol25 dataset: a 2-piece molecular cluster, C2H6Br2O overall at a distorted geometry (the ωB97M-V functional and the def2-TZVPD basis).

Each line ends with the natural charge from an NBO analysis.
CARTESIAN COORDINATES (ANGSTROEM)
1 C 0.878 0.343 0.912  -0.672
2 C -0.575 0.010 1.236  -0.262
3 Br -1.889 1.103 0.236  0.045
4 Br -0.791 -1.995 0.939  -0.026
5 H 1.179 1.356 1.226  0.230
6 H 0.993 0.266 -0.183  0.231
7 H 1.552 -0.388 1.389  0.232
8 H -0.781 0.183 2.312  0.220
9 O -0.265 0.101 -2.694  -0.942
10 H 0.613 -0.342 -2.706  0.468
11 H -0.916 -0.636 -2.667  0.476

Properties
- HOMO (hartree) = -0.3772
- Kohn-Sham gap (eV) = 10.60
- SMILES = CC(Br)Br.O
- energy relative to the best compared isomer or geometry (same formula, charge and spin) (kcal per mole) = 1.8
- E (hartree) = -5303.0587

(3)
Entry from the OMol25 dataset: an isolated molecule of C4H8O2 (the ωB97M-V functional and the def2-TZVPD basis).

Each line ends with the natural charge from an NBO analysis.
CARTESIAN COORDINATES (ANGSTROEM)
1 C -2.126 0.707 0.691  -0.776
2 C -0.632 0.668 0.850  0.249
3 C 1.126 -1.557 -0.440  -0.260
4 O 1.498 -0.383 -1.142  -0.520
5 C 1.303 0.781 -0.432  0.226
6 O -0.111 1.018 -0.304  -0.515
7 H -2.496 -0.283 0.989  0.242
8 H -2.541 1.407 1.425  0.245
9 H -2.478 0.953 -0.319  0.207
10 H 0.157 -1.442 0.059  0.181
11 H 1.872 -1.819 0.320  0.176
12 H 1.051 -2.354 -1.181  0.196
13 H 1.723 0.751 0.582  0.168
14 H 1.709 1.598 -1.029  0.179

Properties
- HOMO (hartree) = -0.3132
- Kohn-Sham gap (eV) = 9.63
- energy relative to the best compared isomer or geometry (same formula, charge and spin) (kcal per mole) = 88.2
- E (hartree) = -307.5718

(4)
Entry from the OMol25 dataset: an isolated molecule of C2H3NO2 at a distorted geometry (the ωB97M-V functional and the def2-TZVPD basis).

Each line ends with the natural charge from an NBO analysis.
CARTESIAN COORDINATES (ANGSTROEM)
1 C -1.586 0.473 -0.080  0.357
2 C -0.193 -0.033 0.138  -0.686
3 N -2.061 1.597 0.037  -0.167
4 O -2.375 -0.597 -0.369  -0.159
5 O -3.521 -0.549 0.229  -0.102
6 H 0.432 0.792 0.579  0.249
7 H -0.276 -0.958 0.690  0.253
8 H 0.161 0.056 -0.897  0.254

Properties
- HOMO (spin up / spin down) (hartree) = -0.3893 / -0.3987
- Kohn-Sham gap (spin up / spin down) (eV) = 9.29 / 9.64
- energy relative to the best compared isomer or geometry (same formula, charge and spin) (kcal per mole) = 154.8
- E (hartree) = -283.0113

(5)
Entry from the OMol25 dataset: an isolated molecule of C4H11B2BrO2 at a distorted geometry (the ωB97M-V functional and the def2-TZVPD basis).

Each line ends with the natural charge from an NBO analysis.
CARTESIAN COORDINATES (ANGSTROEM)
1 C 0.219 2.625 -0.159  -0.664
2 C -0.594 1.941 1.088  -0.084
3 O 0.178 0.983 1.891  -0.748
4 B 0.379 -0.305 1.202  0.857
5 O 1.802 -0.735 0.973  -0.902
6 B -0.789 -1.356 0.701  0.414
7 Br -2.539 -1.457 1.748  -0.144
8 C -0.508 -2.332 -0.621  -0.801
9 C 0.368 -1.610 -1.805  -0.628
10 H 0.896 3.538 0.128  0.222
11 H 0.873 1.891 -0.794  0.219
12 H -0.611 3.047 -0.906  0.216
13 H -1.607 1.539 0.665  0.186
14 H -0.880 2.835 1.827  0.201
15 H 2.357 -0.250 1.662  0.496
16 H -1.540 -2.654 -1.120  0.236
17 H 0.099 -3.270 -0.207  0.264
18 H 0.166 -0.467 -1.950  0.209
19 H 1.506 -1.737 -1.508  0.228
20 H 0.223 -2.226 -2.814  0.222

Properties
- HOMO (hartree) = -0.3671
- Kohn-Sham gap (eV) = 9.28
- SMILES = CCOB(O)B(Br)CC
- E (hartree) = -2933.2163

(6)
Entry from the OMol25 dataset: a 2-piece molecular cluster, C5H12N2O overall at a distorted geometry (the ωB97M-V functional and the def2-TZVPD basis).

Each line ends with the Mulliken spin population.
CARTESIAN COORDINATES (ANGSTROEM)
1 C -0.737 0.176 0.586  -0.067
2 N -0.330 1.232 1.427  0.051
3 C -0.046 1.045 2.689  0.003
4 C -0.560 0.135 3.612  0.221
5 C 0.601 -0.207 -0.186  -0.066
6 N 0.403 -1.283 -1.093  -0.150
7 C -0.339 -0.969 -2.340  0.007
8 O -0.650 0.303 -2.516  0.806
9 H -1.480 0.509 -0.143  0.005
10 H -1.079 -0.656 1.207  -0.005
11 H 1.192 -1.862 -1.318  -0.003
12 H 0.594 1.798 3.139  0.003
13 H -1.397 -0.505 3.351  0.022
14 H -0.330 0.337 4.653  0.014
15 H 1.897 1.302 -3.748  0.008
16 H 1.178 1.348 -3.558  0.001
17 H 0.692 0.710 -0.778  -0.009
18 H 1.413 -0.430 0.504  0.006
19 H 0.277 -1.440 -3.123  0.061
20 H -1.298 -1.544 -2.365  0.092

Properties
- HOMO (spin up / spin down) (hartree) = -0.4751 / -0.5142
- Kohn-Sham gap (spin up / spin down) (eV) = 4.96 / 6.91
- energy relative to the best compared isomer or geometry (same formula, charge and spin) (kcal per mole) = 139.1
- multiplicity = 2
- charge = +1
- E (hartree) = -381.9456

Q: What is the E in the second record?
A: -5303.0587 hartree

Q: Which of these has the highest E?
A: C2H3NO2

Q: Which of these has the highest E?
A: C2H3NO2